# C25H70N8O7

A 7-piece molecular cluster, C25H70N8O7 overall in a non-equilibrium geometry (the ωB97M-V functional and the def2-TZVPD basis, the OMol25 dataset).

Results
- Energy above the lowest of the compared OMol25 structures with the same formula, charge and spin: 5.037 eV
- HOMO level: -8.24 eV

Last column: Mulliken charge in e.
Geometry (Å):
C1 -3.119 2.624 -0.757  0.56
O1 -3.405 1.475 -0.536  -0.63
N1 -3.746 3.489 -1.522  -0.46
N2 -2.206 3.191 -0.049  -0.14
H1 -3.449 4.451 -1.610  0.17
H2 -4.569 2.973 -1.796  0.31
H3 -2.154 4.188 0.104  0.18
H4 -1.675 2.615 0.589  0.08
C2 0.327 2.940 -2.244  -1.65
C3 1.809 2.586 -2.439  0.67
C4 2.731 3.038 -1.221  -0.32
O2 4.114 3.065 -1.623  -0.47
C5 4.353 4.117 -2.628  -0.94
N3 1.949 1.185 -2.647  -0.61
H5 -0.022 2.595 -1.270  0.19
H6 -0.214 2.455 -3.057  0.45
H7 0.045 3.990 -2.325  0.50
H8 2.131 3.096 -3.347  0.37
H9 2.823 2.425 -0.325  0.18
H10 2.346 4.009 -0.910  0.16
H11 3.607 4.912 -2.635  0.34
H12 4.233 3.675 -3.617  0.34
H13 5.295 4.663 -2.576  0.33
H14 2.915 0.890 -2.669  0.34
H15 1.494 0.598 -1.963  0.01
C6 -0.805 -3.988 -5.017  -1.29
C7 -2.078 -3.456 -4.378  0.42
C8 -2.344 -4.066 -2.949  -0.22
O3 -3.538 -3.516 -2.512  -0.43
C9 -3.594 -3.094 -1.132  -0.59
N4 -2.021 -1.994 -4.253  -0.51
H16 -0.099 -4.229 -4.222  0.14
H17 -0.443 -3.206 -5.685  0.39
H18 -0.850 -4.884 -5.636  0.37
H19 -2.909 -3.710 -5.035  0.25
H20 -1.467 -3.854 -2.339  -0.05
H21 -2.450 -5.127 -3.177  0.32
H22 -4.661 -2.933 -0.981  0.41
H23 -3.183 -2.106 -0.927  0.18
H24 -3.269 -3.845 -0.412  0.34
H25 -2.972 -1.662 -4.317  0.23
H26 -1.432 -1.574 -4.957  0.17
C10 -4.128 -2.952 2.204  -0.85
C11 -4.304 -3.587 3.623  0.46
C12 -5.821 -3.823 3.981  -0.82
O4 -6.452 -2.544 3.830  -0.26
C13 -7.616 -2.400 4.575  -0.80
N5 -3.551 -4.843 3.658  -0.72
H27 -4.579 -3.594 1.447  0.30
H28 -3.074 -2.788 1.978  -0.10
H29 -4.501 -1.928 2.192  0.41
H30 -3.789 -2.874 4.266  0.20
H31 -5.967 -4.298 4.952  0.44
H32 -6.374 -4.604 3.460  0.42
H33 -8.014 -1.450 4.221  0.22
H34 -7.399 -2.344 5.642  0.31
H35 -8.318 -3.211 4.381  0.31
H36 -2.571 -4.646 3.513  0.24
H37 -3.783 -5.257 4.549  0.24
C14 0.324 -2.491 0.568  -1.31
C15 -0.324 -1.105 0.438  1.26
C16 0.303 0.050 1.207  -1.03
O5 -0.603 1.133 1.465  -0.29
C17 -0.147 2.323 1.969  -1.16
N6 -0.316 -0.766 -0.964  -0.14
H38 0.601 -2.668 1.607  0.54
H39 1.244 -2.486 -0.016  -0.26
H40 -0.266 -3.315 0.165  0.29
H41 -1.398 -1.200 0.599  0.09
H42 1.187 0.284 0.614  0.13
H43 0.711 -0.255 2.171  0.53
H44 0.209 2.026 2.956  0.55
H45 -0.880 3.122 2.080  0.47
H46 0.652 2.776 1.382  0.23
H47 -0.602 0.202 -0.966  0.04
H48 -0.986 -1.273 -1.525  -0.11
C18 4.763 5.674 2.345  -1.78
C19 3.441 5.419 1.557  0.71
C20 2.283 5.309 2.501  -0.32
O6 1.906 6.512 3.165  -0.40
C21 0.738 6.413 3.987  -0.73
N7 3.309 6.449 0.552  -0.69
H49 5.632 5.586 1.692  0.45
H50 4.974 4.935 3.118  0.42
H51 4.820 6.654 2.819  0.36
H52 3.746 4.553 0.969  0.01
H53 2.590 4.577 3.248  0.40
H54 1.436 4.958 1.913  0.21
H55 0.877 7.167 4.761  0.27
H56 0.666 5.421 4.433  0.32
H57 -0.192 6.529 3.429  0.26
H58 3.116 7.372 0.914  0.30
H59 4.277 6.674 0.372  0.26
C22 2.435 -3.262 -2.327  -1.13
C23 3.843 -3.810 -1.999  0.43
C24 4.228 -3.685 -0.502  -0.72
O7 4.159 -2.321 -0.121  -0.28
C25 4.400 -2.026 1.328  -0.71
N8 3.954 -5.187 -2.537  -0.76
H60 2.063 -3.394 -3.343  0.47
H61 2.451 -2.245 -1.934  0.04
H62 1.654 -3.696 -1.703  0.24
H63 4.497 -3.166 -2.587  0.24
H64 5.220 -4.132 -0.432  0.47
H65 3.583 -4.266 0.158  0.36
H66 4.816 -2.900 1.829  0.37
H67 3.483 -1.687 1.810  0.15
H68 5.138 -1.225 1.291  0.27
H69 3.784 -5.044 -3.522  0.29
H70 4.940 -5.364 -2.403  0.29